The following is a quantum chemistry calculation of a molecular structure, C31H41Cl2GeMgO5Si, from the Open Molecules 2025 dataset.

Each line ends with the Mulliken charge.
CARTESIAN COORDINATES (ANGSTROEM)
Ge (-0.109, -0.108, 3.433)  -1.09
Cl (-2.413, 3.372, -1.796)  -0.20
Cl (-4.371, -0.129, -5.401)  -0.24
Si (2.080, -0.015, -1.508)  0.77
Mg (-0.403, -0.166, 0.726)  3.03
O (0.922, -1.110, 2.211)  -0.68
O (-0.747, -1.740, -0.509)  -0.47
O (-1.177, 0.995, -0.611)  0.59
O (-1.553, -0.657, 2.261)  -0.77
O (0.142, 1.225, 2.097)  -0.24
C (2.225, 1.747, -2.052)  0.71
C (1.657, -1.240, -2.828)  0.54
C (2.096, -2.562, -2.698)  -0.26
C (-2.822, -0.864, -3.305)  -1.17
C (3.409, 2.434, -1.760)  -0.60
C (-1.521, 2.966, 2.234)  -1.34
C (1.196, 2.447, -2.690)  0.43
C (0.937, -3.184, -4.710)  -0.58
C (3.296, -1.056, 2.547)  -1.45
C (0.851, -0.914, -3.924)  -0.25
C (1.742, -3.526, -3.631)  -0.65
C (-2.557, 1.741, -2.368)  0.64
C (-2.718, -1.427, 2.571)  1.41
C (-1.428, -1.747, -1.537)  -0.46
C (0.686, 3.299, 1.096)  -1.25
C (-2.063, -0.605, -2.147)  1.64
C (3.567, 3.768, -2.113)  -0.63
C (-2.393, -2.903, 2.373)  -1.28
C (-3.155, -1.171, 4.005)  -1.88
C (-3.296, 1.474, -3.487)  -0.41
C (2.053, -1.933, 2.502)  1.46
C (1.352, 3.777, -3.048)  -0.90
C (2.539, 4.439, -2.759)  -0.53
C (0.589, 3.082, 3.584)  -1.95
C (-0.032, 2.645, 2.266)  1.58
C (-1.890, 0.714, -1.638)  -0.84
C (-3.428, 0.160, -3.967)  -0.11
C (2.139, -2.943, 1.367)  -1.42
C (-3.802, -0.971, 1.604)  -1.43
C (0.495, -1.876, -4.860)  -0.60
C (1.861, -2.658, 3.828)  -1.83
H (-3.783, 2.286, -4.011)  0.48
H (-4.733, -1.516, 1.773)  0.52
H (-2.392, -1.489, 4.719)  0.42
H (0.935, -3.238, 3.818)  0.31
H (-3.493, -1.141, 0.569)  0.12
H (-0.125, -1.601, -5.705)  0.45
H (-3.352, -0.109, 4.167)  0.34
H (0.555, 4.171, 3.664)  0.44
H (2.722, -2.843, -1.858)  0.28
H (-3.285, -3.519, 2.510)  0.48
H (-1.639, -3.224, 3.095)  0.20
H (0.602, 4.387, 1.155)  0.52
H (-4.069, -1.726, 4.222)  0.44
H (2.659, 5.479, -3.033)  0.39
H (1.822, -1.962, 4.668)  0.42
H (-1.995, -3.079, 1.372)  0.08
H (-2.909, -1.880, -3.670)  0.46
H (0.250, 1.962, -2.894)  -0.09
H (0.499, 0.101, -4.061)  0.22
H (3.351, -0.416, -0.855)  -0.33
H (1.744, 3.030, 1.106)  0.38
H (3.391, -0.489, 1.619)  0.10
H (-2.033, 2.493, 3.077)  0.24
H (0.251, 2.970, 0.151)  -0.05
H (3.005, -3.599, 1.483)  0.52
H (0.539, 4.301, -3.534)  0.42
H (2.692, -3.345, 4.000)  0.45
H (2.095, -4.543, -3.516)  0.42
H (0.660, -3.935, -5.439)  0.39
H (-1.572, -2.709, -2.047)  0.20
H (1.634, 2.768, 3.638)  0.35
H (3.231, -0.347, 3.375)  0.32
H (4.491, 4.283, -1.881)  0.40
H (-1.967, 2.605, 1.305)  0.02
H (2.226, -2.423, 0.411)  0.00
H (1.235, -3.554, 1.337)  0.33
H (0.060, 2.666, 4.443)  0.44
H (-3.990, 0.096, 1.730)  0.32
H (-1.683, 4.045, 2.301)  0.51
H (4.217, 1.922, -1.249)  0.38
H (4.198, -1.657, 2.683)  0.44

Values from the calculation:
LUMO (spin up / spin down)	-0.014 / -0.043	Eh
energy above the lowest of the compared OMol25 structures with the same formula, charge and spin	104.1	kJ/mol
spin multiplicity	2
frontier orbital gap (spin up / spin down)	6.82 / 7.13	eV


The following is a quantum chemistry calculation of a molecular structure, C31H41Cl2N2OPtSSi2 at a distorted geometry, from the Open Molecules 2025 dataset.

Each line ends with the Mulliken charge.
CARTESIAN COORDINATES (ANGSTROEM)
Pt (0.100, -0.060, -0.044)  3.61
Cl (-4.179, 2.932, 0.904)  -0.32
Cl (-1.779, 7.592, -0.090)  -0.32
S (0.565, 0.768, 2.383)  -0.51
Si (-2.736, -0.572, -1.547)  0.54
Si (-2.488, -1.795, 1.471)  0.69
O (-1.574, 1.668, 0.271)  -0.06
N (0.738, 3.108, -0.581)  0.48
N (2.364, 0.389, -0.019)  0.18
C (-2.773, 5.123, 0.314)  -0.64
C (2.254, 0.443, 2.402)  0.96
C (-2.798, -2.040, -2.759)  -1.24
C (2.349, 0.718, -2.427)  -0.99
C (4.343, 0.151, 3.642)  -0.64
C (2.948, 0.354, 3.603)  -0.55
C (1.246, -2.987, 1.035)  -0.89
C (0.751, 5.890, -0.541)  -0.85
C (0.627, -1.629, -0.980)  -2.36
C (-1.566, 2.948, 0.139)  -0.98
C (5.077, 0.051, 2.494)  -0.96
C (-2.776, -3.649, 1.157)  -1.22
C (-4.205, -1.118, 1.822)  -1.20
C (1.884, 5.194, -0.813)  -1.24
C (0.434, -4.090, -1.069)  -1.80
C (-1.684, -1.246, -0.139)  -0.74
C (4.434, 0.154, 1.245)  1.09
C (-0.445, 5.194, -0.271)  0.11
C (-0.394, 3.762, -0.251)  -0.11
C (1.821, 3.790, -0.841)  -0.02
C (-1.668, 5.841, -0.008)  0.72
C (1.222, -2.896, -0.494)  3.78
C (5.141, 0.135, 0.030)  -1.18
C (4.477, 0.339, -1.122)  -1.13
C (-2.081, 0.862, -2.570)  -0.66
C (3.065, 0.459, -1.129)  0.66
C (3.015, 0.317, 1.178)  -1.21
C (-1.619, -1.718, 3.124)  -1.18
C (2.667, -2.984, -1.026)  -1.89
C (-2.720, 3.729, 0.391)  0.53
C (-4.559, -0.285, -1.228)  -1.26
H (2.714, 3.218, -1.085)  0.30
H (2.823, 5.698, -1.008)  0.40
H (0.929, -5.022, -0.782)  0.46
H (-2.581, 1.797, -2.288)  0.22
H (-0.533, -1.798, 3.052)  0.24
H (-1.370, -2.215, -0.562)  -0.54
H (-5.036, 0.114, -2.135)  0.35
H (1.710, -2.102, 1.470)  -0.07
H (3.056, -3.980, -0.809)  0.51
H (5.016, 0.396, -2.063)  0.48
H (1.285, 0.818, -2.246)  -0.41
H (-3.229, -3.794, 0.164)  0.26
H (6.219, -0.006, 0.031)  0.35
H (-2.261, 0.685, -3.641)  0.47
H (2.709, -2.820, -2.111)  0.37
H (-3.455, -4.087, 1.904)  0.44
H (-3.152, -2.943, -2.238)  0.25
H (1.812, -3.871, 1.358)  0.57
H (-1.009, 1.005, -2.413)  -0.13
H (-0.591, -4.105, -0.686)  0.27
H (0.227, -3.056, 1.426)  -0.26
H (-4.240, -0.024, 1.727)  0.13
H (-1.830, -0.768, 3.625)  0.30
H (-4.738, 0.417, -0.420)  0.34
H (-1.806, -2.270, -3.183)  0.24
H (2.711, 1.647, -2.877)  0.51
H (3.313, -2.247, -0.543)  0.27
H (6.156, -0.076, 2.528)  0.35
H (0.302, -1.700, -2.034)  0.67
H (2.376, 0.455, 4.517)  0.45
H (2.520, -0.096, -3.144)  0.35
H (4.850, 0.094, 4.600)  0.35
H (-1.839, -4.227, 1.181)  0.29
H (-5.055, -1.233, -0.974)  0.29
H (0.753, 6.971, -0.511)  0.37
H (-3.483, -1.845, -3.596)  0.38
H (-4.948, -1.544, 1.138)  0.34
H (-3.704, 5.627, 0.535)  0.46
H (0.396, -4.040, -2.164)  0.36
H (-4.499, -1.379, 2.847)  0.39
H (-1.996, -2.538, 3.756)  0.45

Values from the calculation:
LUMO	0.066	Eh
energy above the lowest of the compared OMol25 structures with the same formula, charge and spin	0.0	kJ/mol
charge	-1
spin multiplicity	1
frontier orbital gap	5.54	eV


The following is a quantum chemistry calculation of a molecular structure, C31H41Ge2N3OPt, from the Open Molecules 2025 dataset.

Each line ends with the Mulliken charge.
CARTESIAN COORDINATES (ANGSTROEM)
Pt (0.017, 0.981, -0.029)  0.08
Ge (0.193, -1.481, 0.109)  -0.23
Ge (1.655, -2.924, -1.248)  1.19
O (-1.450, 0.736, -3.123)  -0.46
N (-0.077, 3.006, -0.016)  0.01
N (1.858, 1.340, -0.947)  0.74
N (-1.853, 1.169, 0.903)  0.78
C (1.950, 2.797, -1.182)  0.94
C (-2.950, 0.771, -0.025)  -0.40
C (-3.081, 3.026, 2.005)  -0.45
C (0.927, 4.993, -1.107)  -0.77
C (-3.211, -2.900, -1.967)  -1.00
C (0.933, -3.594, 3.734)  -0.87
C (2.987, 0.900, -0.080)  -0.66
C (-1.054, 3.532, 0.786)  0.03
C (3.582, -2.604, -1.002)  -1.35
C (-1.972, -2.385, -1.613)  -0.64
C (2.000, 5.507, -1.804)  -0.88
C (-3.184, 4.358, 2.383)  -0.95
C (1.470, -2.625, 4.570)  -0.63
C (0.543, -3.263, 2.443)  -0.39
C (-3.653, -3.385, 0.339)  -0.85
C (-2.409, -2.867, 0.685)  -0.14
C (-1.138, 4.863, 1.235)  -0.83
C (0.673, -1.958, 1.962)  0.89
C (3.069, 4.689, -2.148)  -0.95
C (-1.941, 0.357, 2.150)  -0.76
C (1.928, 0.647, -2.265)  -0.52
C (0.907, 3.638, -0.737)  -0.03
C (-4.061, -3.395, -0.987)  -0.60
C (1.253, -2.849, -3.179)  -1.30
C (-1.548, -2.345, -0.280)  0.14
C (1.218, -1.000, 2.818)  -0.29
C (-2.195, 5.266, 2.022)  -0.91
C (3.032, 3.333, -1.849)  -0.54
C (-2.012, 2.598, 1.244)  0.74
C (1.615, -1.324, 4.108)  -0.72
C (1.305, -4.762, -0.676)  -1.31
H (3.852, 2.701, -2.161)  0.34
H (-5.028, -3.801, -1.256)  0.39
H (-1.975, -0.073, -3.103)  0.29
H (-2.859, 1.346, -0.944)  0.23
H (-3.840, 2.327, 2.326)  0.38
H (1.065, 0.931, -2.862)  0.20
H (3.942, 1.079, -0.577)  0.42
H (-4.022, 4.679, 2.987)  0.42
H (2.878, -0.162, 0.120)  0.12
H (-1.309, -2.022, -2.392)  0.77
H (-2.245, 6.289, 2.368)  0.43
H (-3.511, -2.929, -3.008)  0.42
H (1.815, -5.450, -1.352)  0.49
H (-2.111, -2.883, 1.728)  0.30
H (-3.919, 0.956, 0.443)  0.45
H (1.896, -0.420, -2.082)  -0.38
H (-1.159, 0.670, 2.837)  0.23
H (0.136, -4.037, 1.803)  0.55
H (-0.348, 5.560, 1.009)  0.70
H (3.919, 5.096, -2.678)  0.42
H (-4.301, -3.788, 1.107)  0.43
H (1.672, -4.939, 0.335)  0.37
H (2.037, -0.564, 4.754)  0.43
H (2.130, -3.157, -3.749)  0.46
H (3.834, -2.527, 0.056)  0.39
H (0.444, -3.544, -3.405)  0.43
H (0.080, 5.626, -0.895)  0.73
H (-1.794, -0.685, 1.891)  0.17
H (-2.849, -0.288, -0.249)  0.03
H (0.953, -1.858, -3.524)  0.32
H (3.929, -1.705, -1.513)  0.36
H (2.856, 0.894, -2.782)  0.42
H (-2.919, 0.471, 2.617)  0.44
H (4.129, -3.452, -1.417)  0.50
H (2.002, 6.550, -2.090)  0.43
H (0.235, -4.973, -0.706)  0.35
H (0.822, -4.612, 4.087)  0.42
H (-1.817, 1.248, -3.852)  0.24
H (1.328, 0.025, 2.470)  0.16
H (2.951, 1.454, 0.855)  0.24
H (1.777, -2.883, 5.575)  0.39

Values from the calculation:
LUMO (spin up / spin down)	-0.077 / -0.193	Eh
energy above the lowest of the compared OMol25 structures with the same formula, charge and spin	0.0	kJ/mol
charge	+1
spin multiplicity	2
frontier orbital gap (spin up / spin down)	8.17 / 4.99	eV


Q: Look up the energy above the lowest of the compared OMol25 structures with the same formula, charge and spin of the second one.
A: 0.0 kJ/mol


Q: Look up the energy above the lowest of the compared OMol25 structures with the same formula, charge and spin of the third one.
A: 0.0 kJ/mol


Q: Which value of energy above the lowest of the compared OMol25 structures with the same formula, charge and spin does entry 1 give?
A: 104.1 kJ/mol